No. 1
{"formula": "C47H56AuCl5NO2PTe", "method": "ωB97M-V/def2-TZVPD", "e_tot_ev": -138112.66266, "multiplicity": 2, "s_squared": 0.7590, "relative_energy_kj_mol": 32.52, "charge": 1, "elements": ["Au", "Cl", "C", "C", "C", "Cl", "C", "Cl", "C", "Cl", "C", "Cl", "C", "C", "C", "C", "C", "C", "Te", "N", "C", "O", "C", "C", "C", "C", "C", "C", "C", "C", "C", "C", "C", "C", "C", "C", "C", "C", "H", "H", "H", "H", "H", "H", "H", "H", "H", "H", "H", "H", "H", "H", "H", "H", "H", "H", "H", "H", "H", "H", "H", "O", "P", "C", "C", "C", "C", "C", "C", "C", "C", "C", "C", "C", "C", "C", "C", "C", "C", "C", "C", "H", "H", "H", "H", "H", "H", "H", "H", "H", "H", "H", "H", "H", "H", "H", "H", "H", "H", "H", "H", "H", "H", "H", "H", "H", "H", "H", "H", "H", "H", "H", "H", "H"], "positions_angstrom": [[-1.43104, 0.28623, -0.47127], [1.84623, 0.00541, -0.44152], [1.12378, 0.22680, 1.11754], [-0.23647, 0.00275, 1.28783], [-0.76834, 0.01970, 2.55736], [-2.45452, -0.32093, 2.76166], [0.02708, 0.30607, 3.66616], [-0.63797, 0.27073, 5.24887], [1.35895, 0.66299, 3.47253], [2.32643, 1.13753, 4.80970], [1.91672, 0.61773, 2.19273], [3.56084, 1.05966, 1.94763], [4.80088, -9.00264, -0.99071], [3.88279, -7.81097, -0.99330], [4.37162, -6.52637, -1.17289], [3.54682, -5.40298, -1.14256], [4.16250, -4.04147, -1.39377], [2.20046, -5.63338, -0.88929], [0.92579, -3.76609, -0.59510], [-0.64016, -2.44538, -0.48974], [-1.93777, -2.51384, -0.63091], [-2.61987, -1.43368, -0.65267], [-2.73130, -3.78071, -0.66886], [-3.82755, -3.88958, 0.18009], [-4.58114, -5.05335, 0.18371], [-4.25272, -6.10081, -0.66591], [-3.17343, -5.98037, -1.52947], [-2.40763, -4.82389, -1.52542], [1.49260, -3.42668, 1.40129], [2.64779, -2.69413, 1.63933], [3.02042, -2.38865, 2.93930], [2.24735, -2.84140, 3.99767], [1.12185, -3.61684, 3.75221], [0.71371, -3.91748, 2.45537], [-0.51852, -4.75867, 2.23700], [1.63619, -6.90424, -0.79521], [0.16431, -7.18154, -0.68629], [2.51318, -7.98308, -0.82825], [5.83699, -8.70437, -1.13808], [4.52737, -9.70499, -1.77899], [4.72585, -9.53273, -0.04052], [5.43017, -6.37407, -1.35543], [4.85629, -4.09944, -2.23199], [4.72578, -3.70802, -0.52028], [3.40867, -3.29777, -1.62887], [-4.07164, -3.06687, 0.83968], [-5.42857, -5.13969, 0.85132], [-4.85053, -7.00272, -0.67310], [-2.92717, -6.78460, -2.21122], [-1.58072, -4.71447, -2.21926], [3.26131, -2.35179, 0.81393], [3.91459, -1.80602, 3.12265], [2.52259, -2.59666, 5.01544], [0.53858, -3.99341, 4.58417], [-1.10085, -4.83028, 3.15406], [-0.24050, -5.77186, 1.93366], [-1.16074, -4.33202, 1.46538], [-0.41055, -6.26141, -0.61723], [-0.05276, -7.79590, 0.18867], [-0.17328, -7.73492, -1.56432], [2.10549, -8.98444, -0.73201], [-0.45788, 2.12499, -0.80239], [-0.86853, 3.59733, -0.95841], [-2.06655, 3.98774, 0.36493], [-1.56482, 3.43723, 1.70781], [-2.69727, 3.45054, 2.73705], [-3.45911, 4.79749, 2.73344], [-2.69409, 5.87441, 1.96394], [-2.51014, 5.46930, 0.49805], [0.73476, 4.48111, -1.01648], [1.79410, 3.92983, -0.03492], [1.93593, 4.70410, 1.27130], [2.11041, 6.19412, 1.00629], [0.88266, 6.72468, 0.27303], [0.68170, 6.02408, -1.07418], [-1.82929, 3.68244, -2.51908], [-2.33872, 5.03961, -3.04168], [-1.38434, 5.75270, -4.00388], [-0.93258, 4.83095, -5.13349], [-0.25213, 3.59580, -4.55290], [-1.20862, 2.82718, -3.64280], [-2.92541, 3.37213, 0.06862], [-0.73758, 4.04633, 2.06805], [-1.18769, 2.42458, 1.58327], [-2.26941, 3.25490, 3.72219], [-3.38681, 2.63245, 2.51924], [-3.62687, 5.13347, 3.75651], [-4.44136, 4.67105, 2.27020], [-1.72437, 6.04825, 2.43843], [-3.24190, 6.81699, 2.00292], [-1.78795, 6.13846, 0.03103], [-3.45929, 5.60648, -0.02366], [1.03517, 4.11780, -2.00512], [2.75978, 3.96701, -0.54700], [1.57760, 2.88163, 0.16957], [2.79462, 4.31141, 1.81950], [1.05857, 4.55831, 1.90318], [3.00723, 6.36163, 0.40016], [2.23948, 6.73015, 1.94778], [0.98615, 7.79511, 0.08637], [0.00803, 6.58743, 0.91611], [1.47746, 6.35561, -1.74702], [-0.26371, 6.35063, -1.50882], [-2.70504, 3.12537, -2.15976], [-2.59127, 5.69887, -2.20832], [-3.26702, 4.83979, -3.58460], [-0.49939, 6.11554, -3.47767], [-1.89994, 6.62256, -4.41448], [-0.24222, 5.36445, -5.78869], [-1.79571, 4.52751, -5.73499], [0.63862, 3.90513, -3.99779], [0.07825, 2.93465, -5.35561], [-0.70028, 1.96418, -3.20968], [-2.02943, 2.44650, -4.25810]], "forces_ev_per_a": [[-0.0627, 0.0425, -0.0243], [-0.0262, 0.1121, -0.0188], [-0.1502, 0.0101, 0.1252], [0.3703, 0.2406, -0.1984], [-0.0408, -0.1652, -0.0447], [-0.0357, 0.0075, -0.0041], [-0.0364, 0.0751, 0.0372], [-0.0053, 0.0092, 0.0046], [0.0635, 0.0017, -0.0470], [0.0121, -0.0578, 0.0057], [-0.0775, 0.0076, -0.0133], [0.0226, -0.0685, 0.0182], [-0.0593, 0.0550, -0.0132], [0.0430, -0.0545, 0.0073], [-0.0462, -0.0240, -0.0160], [-0.0824, 0.5302, -0.0250], [-0.0105, -0.2359, 0.1139], [-1.6289, -0.6175, 0.3021], [2.0991, 1.4337, -0.5743], [-0.5997, -0.7922, -0.1529], [0.0190, -0.7659, 0.3228], [0.1982, 0.4262, 0.0988], [0.1041, 0.0806, -0.1340], [-0.0267, 0.0022, 0.0196], [0.0201, 0.0259, 0.0723], [-0.0197, 0.0203, -0.0824], [0.0425, -0.0243, -0.0296], [-0.0242, 0.0671, -0.0032], [-0.2585, -0.3045, 0.2527], [0.0931, 0.0175, -0.2087], [0.0483, -0.1094, 0.1204], [-0.0143, -0.0543, -0.1003], [-0.0074, 0.1222, 0.0125], [-0.0712, -0.0053, 0.0128], [0.1813, 0.0768, -0.0014], [0.2583, -0.0836, 0.0776], [0.2274, -0.0429, 0.0635], [-0.0491, -0.0007, -0.0427], [0.0030, -0.0225, 0.0000], [0.0158, 0.0025, -0.0044], [0.0345, -0.0115, -0.0015], [-0.0110, 0.0005, 0.0110], [-0.0037, -0.0354, 0.0171], [-0.0303, 0.0265, -0.0102], [0.1016, 0.1387, -0.0465], [-0.0353, 0.0056, -0.0355], [0.0180, -0.0132, -0.0059], [0.0113, 0.0036, 0.0227], [-0.0239, 0.0078, 0.0127], [0.0110, -0.0348, -0.0194], [-0.0945, 0.0737, 0.0271], [-0.0355, 0.0145, -0.0226], [0.0125, -0.0239, 0.0014], [-0.0173, 0.0394, -0.0098], [-0.0009, -0.0221, -0.0121], [-0.0391, 0.0186, -0.0198], [-0.0410, -0.0426, 0.0196], [-0.1201, 0.0373, 0.0502], [-0.0381, 0.0311, 0.0059], [-0.0603, 0.0572, -0.0017], [0.0403, -0.0004, 0.0016], [-0.1287, -0.1160, 0.0204], [-0.1654, -0.3634, 0.0606], [0.3532, 0.1218, 0.0729], [-0.1739, -0.0178, 0.0159], [0.0164, 0.1642, -0.0738], [0.1611, -0.0089, -0.0031], [-0.1641, -0.1121, -0.0073], [0.0093, -0.0628, 0.0212], [-0.1585, 0.1101, 0.0424], [-0.1293, -0.0256, 0.1227], [0.1335, 0.1203, -0.1494], [-0.1905, -0.0412, 0.0577], [0.1803, -0.0938, -0.0934], [-0.0422, -0.0665, 0.1977], [0.0771, 0.0318, -0.0774], [0.1577, 0.0409, 0.0773], [-0.1175, -0.1639, -0.1016], [0.1302, 0.0502, 0.1680], [-0.2211, 0.0149, -0.0590], [0.1785, 0.0682, 0.0437], [-0.0250, -0.0014, 0.0104], [0.0035, 0.0043, -0.0108], [0.0598, -0.0008, 0.0274], [-0.0460, -0.0408, 0.0076], [0.0222, -0.0265, 0.0429], [-0.1029, -0.0180, -0.0115], [-0.0071, 0.0164, 0.0364], [-0.0052, 0.0322, -0.0133], [0.0693, 0.0358, 0.0162], [-0.0805, 0.0260, -0.0529], [0.0263, 0.0135, -0.0415], [0.0261, 0.0517, -0.0493], [-0.0278, -0.0401, -0.0488], [0.1130, -0.0453, -0.0721], [-0.0417, -0.0579, 0.0184], [0.0384, -0.0103, 0.0642], [0.0052, 0.0176, 0.0400], [0.0664, 0.0348, -0.0283], [-0.0927, 0.0145, 0.0372], [0.0151, 0.0240, -0.0040], [-0.0394, 0.0071, -0.0322], [0.0758, 0.0766, -0.0843], [-0.0463, 0.0126, -0.0091], [-0.0942, -0.0008, -0.0574], [-0.0305, 0.0265, 0.0490], [-0.0124, 0.0304, -0.0275], [0.0571, 0.0586, 0.0520], [-0.0578, -0.0061, -0.0660], [0.0235, 0.0076, -0.0173], [0.0419, -0.0261, -0.0646], [0.0767, -0.0104, 0.0389], [-0.0694, -0.0579, -0.0303], [-0.0144, -0.0068, 0.0318]]}



No. 2
{"formula": "C47H56EuN6O7PSe", "method": "ωB97M-V/def2-TZVPD", "e_tot_ev": -166889.69799, "multiplicity": 7, "s_squared": 12.0960, "charge": -2, "elements": ["Eu", "C", "C", "C", "C", "C", "C", "C", "N", "C", "C", "C", "C", "C", "C", "C", "C", "C", "C", "N", "C", "C", "C", "N", "C", "C", "C", "C", "C", "C", "C", "C", "C", "C", "C", "C", "C", "C", "N", "C", "C", "H", "H", "H", "H", "H", "H", "H", "H", "H", "H", "H", "H", "H", "H", "H", "H", "H", "H", "H", "H", "H", "H", "H", "H", "H", "H", "H", "H", "H", "H", "H", "H", "H", "H", "H", "H", "H", "H", "H", "H", "H", "H", "H", "H", "O", "C", "O", "C", "C", "C", "C", "C", "N", "C", "O", "O", "H", "H", "H", "C", "O", "P", "O", "C", "O", "C", "H", "H", "H", "H", "H", "H", "H", "H", "H", "Se", "C", "N"], "positions_angstrom": [[-0.59104, -0.24265, -0.31181], [2.80273, 3.46243, 4.42860], [1.83387, 2.22875, 4.49486], [0.87203, 2.30898, 3.33621], [-0.39942, 2.78340, 3.29110], [-1.16899, 3.46661, 4.37471], [-1.28831, 4.99818, 4.34772], [-0.96889, 2.56097, 1.97335], [-0.04006, 1.92281, 1.24296], [1.10810, 1.79183, 2.04615], [2.35912, 1.47770, 1.59606], [2.68322, 0.99185, 0.33358], [3.94922, 0.43206, -0.08362], [5.07018, 0.07139, 0.84851], [5.68276, 1.26288, 1.59111], [3.82446, 0.13598, -1.39917], [2.45048, 0.45511, -1.81787], [1.92971, 0.20326, -3.09245], [0.60042, 0.48772, -3.48445], [-0.47512, 0.56326, -2.68285], [-1.51895, 0.97367, -3.50414], [-2.87141, 1.11769, -2.91862], [-3.16418, 1.54226, -1.57493], [-2.24475, 1.96373, -0.73261], [-2.96480, 2.39618, 0.41784], [-2.29735, 2.88957, 1.53416], [-4.40551, 2.23059, 0.13333], [-4.48529, 1.53420, -1.01514], [-5.62387, 0.90980, -1.73512], [-5.68474, -0.63996, -1.58668], [-5.47016, 2.63983, 1.12377], [-6.15560, 1.34046, 1.66340], [-1.05855, 1.26484, -4.83514], [0.28207, 0.94684, -4.85946], [1.24491, 1.10298, -6.02602], [2.05212, 2.45155, -5.76908], [-1.99185, 1.82925, -5.89479], [-1.51637, 3.23402, -6.35855], [1.78230, 1.02054, -0.72933], [4.95349, -0.54267, -2.14877], [6.33048, 0.12984, -2.09957], [2.13292, 4.31503, 4.08894], [3.53755, 3.31775, 3.61644], [3.22575, 3.71329, 5.41868], [1.29132, 2.20946, 5.44630], [2.28547, 1.23143, 4.48977], [-0.78056, 3.16744, 5.35303], [-2.20802, 3.01992, 4.53388], [-0.33194, 5.45459, 4.41235], [-1.95722, 5.30410, 5.12152], [-1.71715, 5.24122, 3.38771], [3.10316, 1.28647, 2.44032], [5.77331, -0.54321, 0.26695], [4.64563, -0.54064, 1.64964], [6.51838, 1.63154, 0.95695], [6.05537, 0.99512, 2.60184], [4.88282, 2.05150, 1.73709], [2.61100, -0.10367, -3.85931], [-3.75186, 1.12030, -3.62011], [-2.91993, 3.42905, 2.27797], [-5.59495, 1.09999, -2.82968], [-6.59756, 1.40623, -1.44108], [-6.01934, -0.93471, -0.57536], [-4.75491, -1.13778, -1.74017], [-6.36771, -1.08924, -2.31921], [-6.28227, 3.31407, 0.80105], [-4.95964, 3.13018, 1.97294], [-6.80567, 1.64048, 2.49876], [-5.41036, 0.59441, 2.04152], [-6.90831, 0.85920, 0.92767], [0.64832, 1.24873, -6.99498], [1.91524, 0.29214, -6.09482], [1.34149, 3.23948, -5.51530], [2.52652, 2.61840, -6.71127], [2.79972, 2.32149, -5.02721], [-2.99241, 2.10474, -5.46253], [-2.12078, 1.18219, -6.74817], [-1.57949, 3.97042, -5.50570], [-2.10089, 3.64894, -7.16664], [-0.44450, 3.28633, -6.74894], [4.61480, -0.85881, -3.13478], [5.04704, -1.46987, -1.56218], [6.77769, 0.01221, -3.07856], [7.06950, -0.43886, -1.47633], [6.24487, 1.17948, -1.90935], [-3.74499, -0.30973, 2.98816], [-2.78704, -0.58421, 2.29218], [-2.59629, -0.40928, 0.99414], [-1.59256, -1.27218, 2.93807], [-1.45454, -1.74081, 4.26395], [-0.37004, -2.45603, 4.64466], [0.65526, -2.66684, 3.79246], [0.54549, -2.08500, 2.45890], [-0.51092, -1.39790, 2.13061], [1.45112, -2.46717, 1.38232], [2.42133, -3.16408, 1.78146], [1.17576, -1.85808, 0.26874], [-2.22219, -1.51213, 5.00192], [-0.30962, -2.83642, 5.67831], [1.62052, -3.07667, 4.18243], [-0.14912, -6.13386, 3.08233], [0.17848, -6.81237, 1.79279], [0.72531, -5.98748, 0.46137], [0.00313, -7.07290, -0.61278], [-0.05173, -6.67321, -2.02521], [2.23541, -6.66261, 0.37547], [3.28670, -6.20919, 1.24352], [-1.19914, -6.17067, 3.25425], [0.16951, -5.09179, 3.07368], [0.46109, -6.66025, 3.80267], [-0.65113, -7.48289, -2.49633], [0.95159, -6.72530, -2.53360], [-0.58419, -5.72608, -2.18855], [3.10748, -6.55807, 2.22660], [3.41577, -5.12720, 1.20619], [4.16689, -6.77239, 0.85918], [-2.71268, -4.35949, -3.19655], [-1.99948, -3.03919, -2.16445], [-1.50404, -2.11674, -1.59578]], "forces_ev_per_a": [[0.3770, 1.1295, 0.6640], [-1.3243, 0.0749, -0.3296], [-0.2366, 0.5323, -0.1407], [-0.7183, -0.2560, 1.0985], [-1.4453, 1.3692, 0.8561], [-1.2327, -0.9182, 1.7223], [-0.3729, -1.5578, -1.0330], [0.1110, -0.1569, -0.4695], [0.9876, -1.0422, -0.1439], [-1.6015, 0.8416, -1.7816], [1.3347, -2.1026, 1.2036], [-0.8935, 0.3617, -1.6451], [-0.4659, 0.3326, 0.4106], [-0.6864, -0.1909, 0.2998], [0.1136, 0.7977, -0.3413], [0.4284, 0.0279, -0.4354], [0.4489, 0.0894, 1.3055], [-0.8988, 0.8591, 0.9087], [1.0001, 0.5264, -1.1572], [-0.7667, 0.3630, -0.9988], [-1.6412, 0.1074, 2.8307], [0.9460, 0.7712, -0.9648], [0.8084, -1.9218, -2.4357], [0.2033, 0.2207, 2.7541], [1.4391, -0.0178, -2.4076], [-0.2383, -0.3624, 1.2632], [0.1474, 0.8679, 1.3005], [-0.6778, 0.7208, -0.9021], [-1.5424, -0.0889, -0.4950], [-1.1739, 0.4030, 0.6331], [-0.1282, -1.4877, 0.5126], [-1.0253, -0.2949, -0.0883], [-0.5699, -0.5331, -0.0428], [-0.6543, -0.8875, 0.0479], [-1.7077, 2.7054, 0.6861], [-1.3685, -1.5346, -1.1202], [0.1925, 1.8175, 0.7004], [1.6444, 0.6719, 0.3160], [0.7823, -1.4117, -0.2651], [-0.8856, -0.9099, 1.1079], [0.4646, -1.3167, -0.8305], [0.9514, -0.7664, 0.5401], [-0.0573, 0.1353, 0.6499], [0.1709, -0.1633, -0.6194], [-0.1360, 0.4172, -0.1191], [0.5580, 0.2935, -0.2154], [0.6137, 0.1382, 0.0370], [0.9530, 0.5491, -0.9368], [0.8578, 0.5569, 0.2261], [-0.3221, 0.4847, 0.6204], [-0.1894, 0.4733, -0.3271], [-0.8514, 0.5067, -1.3876], [0.0873, 0.2882, 0.6666], [-0.1196, -0.4592, -0.3344], [-0.4447, 0.3249, 0.6619], [-0.0192, 0.0498, -0.6387], [1.2054, -0.7142, -0.3172], [0.3488, -0.0719, -0.3089], [1.1458, -0.1739, 0.7306], [0.4436, -0.5575, -0.3908], [0.3535, 0.1161, 0.5685], [0.8483, -0.7358, 0.0230], [0.0979, 0.1951, -0.3752], [1.0094, 0.0081, -0.1446], [-0.0974, 0.2402, 0.1491], [0.5902, -0.0779, -0.4395], [-0.3385, -0.1657, -0.3218], [0.1506, -0.1506, 0.1141], [-0.6784, 0.6603, -0.5332], [1.5254, 0.7223, 0.7763], [0.8715, -0.4883, 1.2933], [0.7389, -1.0422, -0.2733], [0.3142, -0.0030, 0.0099], [0.5862, 0.7970, -0.6484], [0.4792, -0.0553, 0.8774], [0.7819, -1.0124, -0.2098], [-0.0544, -0.3607, -0.2550], [0.1314, -0.8209, -0.7447], [-0.5332, -0.0229, -0.2737], [-1.2777, -0.3293, 0.6429], [0.2673, 0.2379, -0.1630], [0.0528, -0.1876, -0.5007], [0.1526, 0.2652, -0.5168], [-0.8364, 0.9374, 0.0547], [0.2485, 0.5553, 0.5343], [-0.4633, 0.1440, 0.0844], [1.3117, -0.0665, -2.3006], [-0.5952, -0.0668, 2.1693], [2.1569, -0.1582, 0.9780], [-2.7621, 1.3918, -1.1711], [0.6662, -0.5363, 1.7874], [2.0818, 0.7733, -1.7113], [-1.1617, -1.5747, 3.4726], [-1.7140, 0.2181, -0.4875], [2.0626, 1.5548, -0.8509], [-0.8931, 0.4423, -1.7814], [0.8943, -1.4076, 0.8114], [-0.1459, -0.1679, -0.3883], [-0.0142, 0.2650, -0.5055], [-1.0779, -0.0022, -0.9301], [1.6402, -0.2729, -2.1562], [-0.4527, 0.8856, 1.0612], [-0.4246, -1.5602, -0.2285], [0.8292, 1.4756, -0.1296], [0.1048, -1.2417, 0.0852], [-0.4159, 0.3508, -0.1374], [0.4198, -0.5991, -1.7981], [-0.7592, -0.3017, 0.1970], [0.0020, 0.0493, -0.1665], [-0.2441, -0.1374, 0.4683], [0.2220, 0.6069, 0.2472], [-0.7367, 0.3666, 0.7487], [0.4317, -0.2397, 0.1738], [-0.2771, -0.1709, 1.2566], [0.0279, -0.0566, 0.0503], [-0.2637, 0.6967, 0.3428], [0.0761, 0.5090, 0.4319], [1.0968, 2.1111, 0.7224], [-1.3758, -2.4737, -1.1196]]}